DFT (ωB97M-V/def2-TZVPD) results for a cluster of 25 separate species, C42H92B2N2O28 in total in a non-equilibrium geometry.

Geometry as XYZ:
```
166
Properties=species:S:1:pos:R:3:forces:R:3:lowdin_charge:R:1
C 2.737280 2.398180 -5.393116 1.1 -0.1 0.1 -0.0120
C 3.083092 1.043943 -6.066641 -0.9 -0.2 -1.3 -0.4993
O 4.031211 0.940351 -6.830205 -0.4 0.0 1.1 0.0343
N 2.142555 0.013998 -5.913818 0.9 2.1 0.9 0.0133
H 2.429824 -0.911554 -6.118358 0.4 -0.6 -0.4 0.1208
H 8.591323 10.809387 9.834713 0.0 0.0 0.0 -0.1725
C 1.042095 0.203109 -4.989589 -0.4 -1.1 -0.8 -0.1124
H 3.324824 2.469048 -4.454051 -0.1 0.0 -0.5 0.0868
H 1.713131 2.572982 -5.101369 -0.3 -0.2 -0.2 0.0464
H 3.061931 3.212369 -6.066127 0.0 -0.5 0.3 0.0898
H 0.325582 0.878893 -5.471257 -0.2 -0.1 0.5 0.0777
H 1.349228 0.559446 -4.028279 0.1 0.4 0.6 0.0656
H 0.579030 -0.778633 -4.821328 0.1 0.5 -0.1 0.0663
C -3.976445 1.050956 0.916261 -1.5 -0.6 -1.4 0.0109
C -3.320097 0.003876 1.738233 2.0 -0.2 1.3 -0.5081
O -3.460604 -0.030708 2.958711 -0.9 0.3 0.1 0.0181
N -2.323591 -0.812085 1.274258 -0.7 0.4 -0.6 0.0244
H 2.913788 -2.805085 2.789575 -0.1 -0.3 -0.2 0.0811
H -2.039165 -1.410330 2.027617 0.2 -0.3 -0.2 0.0795
C -2.035471 -1.108606 -0.100266 0.0 -0.2 -1.4 -0.0852
H -3.316886 1.797806 0.518916 0.7 0.6 0.4 0.0724
H -4.787335 1.463626 1.511214 0.2 0.2 0.0 0.0906
H -4.436459 0.692118 -0.031283 0.1 -0.3 0.6 0.0844
H -1.520447 -2.067994 -0.272746 -0.7 0.0 0.5 0.0851
H -1.337221 -0.418849 -0.573914 0.0 0.5 0.2 0.0424
H -2.966885 -1.071169 -0.705211 0.6 -0.3 0.3 0.0902
B -3.044890 1.628238 -3.473603 2.5 0.2 1.5 0.3481
H 2.136107 -6.884912 1.663671 0.1 0.4 0.1 0.0311
H -1.265026 1.968251 -13.348841 0.0 0.0 0.0 -0.0850
H -8.126346 7.557788 -1.228018 0.1 0.0 0.0 -0.1867
H -1.058661 1.698525 -2.274077 -2.1 0.0 -1.3 -0.0397
B 2.981101 0.234907 0.832905 -0.2 0.4 0.5 0.2847
H 8.557925 -2.026639 9.450714 -0.6 -0.5 -1.4 0.0184
H 7.534299 -2.844573 6.968421 0.6 0.5 1.4 0.0502
H 6.283700 -3.826741 -10.030677 0.0 0.0 0.0 -0.1144
H -1.134579 11.162254 3.181809 0.0 -0.1 0.0 -0.1805
C 2.317710 -6.352510 -2.779450 1.5 -0.4 0.2 -0.1234
C 2.451829 -5.247495 -1.722165 -1.6 -2.1 0.9 -0.1215
O 1.297665 -4.502746 -1.988584 -0.3 2.2 0.0 0.0302
C 0.352454 -5.187154 -2.612529 -0.7 -0.4 0.6 -0.5196
O -0.795121 -4.799451 -2.593418 1.5 -1.4 -1.0 0.1189
O 0.919142 -6.365473 -3.110462 -0.7 1.2 0.5 0.0485
H 2.657260 -7.324125 -2.317122 -0.7 0.8 -0.9 0.1457
H 2.938466 -6.097926 -3.655946 -0.5 -0.4 0.0 0.1302
H 3.318943 -4.606029 -1.703844 0.2 -0.2 0.0 0.1312
H 2.186893 -5.757181 -0.759374 1.1 0.7 -0.2 0.0928
C 4.715694 4.026261 1.841866 -0.1 0.1 0.7 0.0100
C 3.519656 4.326565 2.767944 0.3 1.6 -1.4 -0.0317
O 2.861135 3.066184 2.969290 1.1 -1.1 -0.6 0.1934
C 3.322820 2.320754 2.023223 -1.9 -0.1 0.1 -0.4379
O 2.644438 1.235942 1.780284 1.2 -0.4 -0.5 0.1029
O 4.266736 2.763204 1.278756 -0.2 -1.2 0.0 0.1435
H 5.710719 3.866001 2.262471 -0.3 -0.1 0.4 0.1557
H 4.805204 4.723648 1.035288 -0.1 0.4 -0.4 0.1416
H 2.788160 4.912576 2.191236 0.2 0.1 0.4 0.1614
H 3.794964 4.806853 3.676823 0.0 0.2 1.1 0.0957
C -2.196413 2.203542 -7.614538 -0.3 -0.8 0.5 -0.1184
C -2.346231 0.682300 -7.687021 0.3 0.0 0.4 -0.1252
O -3.744014 0.599492 -7.984291 -1.0 0.3 -0.1 0.0225
C -4.159083 1.759298 -8.591988 -0.4 0.0 -0.3 -0.5599
O -5.197249 1.961390 -9.150406 0.6 -0.7 0.6 0.1600
O -3.213029 2.710739 -8.463454 0.3 -0.1 -0.3 0.0578
H -1.226129 2.591594 -7.897842 0.0 0.2 0.2 0.1343
H -2.545004 2.443083 -6.598419 0.7 0.4 0.0 0.1167
H -2.065776 0.193642 -6.717617 -0.7 0.4 -0.9 0.1135
H -1.862128 0.114902 -8.478168 0.5 0.4 -0.2 0.1373
C 7.387512 -2.461870 -1.725584 -1.2 0.3 0.5 -0.0891
C 8.516587 -2.417022 -0.723876 1.3 -2.1 0.8 -0.0836
O 8.105327 -3.347102 0.342980 0.0 0.6 -1.1 0.0536
C 6.832932 -3.739100 0.100596 0.3 -0.9 1.7 -0.6044
O 6.213528 -4.425825 0.864510 0.2 0.5 -0.8 0.1298
O 6.393815 -3.265453 -1.053215 -0.5 0.2 -0.9 0.0508
H 7.524360 -2.905428 -2.724024 0.4 0.4 0.5 0.1432
H 6.950744 -1.466880 -1.756531 0.0 0.1 -0.7 0.1245
H 8.690856 -1.508941 -0.195684 -0.1 1.0 -0.1 0.1155
H 9.479783 -2.783326 -1.110553 -0.4 0.1 0.1 0.1351
C -0.526673 -2.261470 4.093018 -0.2 1.9 1.2 -0.1782
C -1.951202 -2.724189 4.310263 0.9 -0.8 -0.7 -0.1221
O -1.746845 -3.906500 5.077552 -0.3 -0.8 0.5 0.0644
C -0.473456 -4.361450 4.992861 -0.5 3.5 -1.6 -0.5356
O -0.032813 -5.338549 5.440214 0.6 -1.6 0.7 0.1876
O 0.263259 -3.393853 4.276948 0.0 -1.7 0.3 -0.0229
H -0.243900 -1.513114 4.881294 -0.2 -0.5 -0.7 0.1483
H -0.430595 -1.776869 3.121931 0.6 -0.3 -0.1 0.1070
H -2.402068 -2.985187 3.357279 -0.3 -0.3 -0.1 0.1072
H -2.573942 -2.018159 4.802819 -0.4 0.4 0.6 0.1207
C -3.225719 2.785322 4.400262 -1.3 -0.5 1.2 -0.0869
C -2.127887 3.419692 3.606295 0.4 0.3 1.1 -0.0822
O -1.472820 4.174702 4.674297 1.2 0.8 -1.8 0.0477
C -2.166910 4.231267 5.792697 0.3 0.6 2.7 -0.5986
O -1.797254 4.815325 6.804968 -0.7 -0.9 -2.1 0.1080
O -3.273707 3.495470 5.698635 0.1 -0.5 -1.1 0.0801
H -3.157034 1.713849 4.596690 0.2 0.2 0.0 0.1151
H -4.167675 2.989297 3.939572 -0.7 -0.1 -0.2 0.1188
H -2.541393 4.028197 2.784179 0.7 0.1 0.6 0.1067
H -1.371738 2.718546 3.256843 -0.2 0.0 -0.2 0.1299
C 3.821236 -5.564882 8.131198 1.0 0.1 1.7 -0.0939
C 3.911933 -5.503074 6.659032 -1.2 1.3 -1.7 -0.0998
O 4.269919 -4.100224 6.357404 -0.2 -0.7 0.4 0.0296
C 3.968789 -3.398560 7.458346 -0.9 3.4 0.6 -0.6145
O 3.738026 -2.196469 7.559541 1.0 -2.2 -1.2 0.0908
O 3.893031 -4.144792 8.549499 -0.6 -2.6 0.2 0.0595
H 4.758684 -6.041322 8.444303 -0.5 0.0 0.8 0.1278
H 2.910901 -6.104199 8.520010 1.0 0.9 -0.3 0.1527
H 2.912009 -5.629697 6.239909 0.2 -0.2 -0.5 0.1260
H 4.638755 -6.171265 6.220596 0.1 0.0 -0.2 0.1319
C -2.486460 -7.348592 1.082698 2.3 1.0 0.4 -0.0388
C -2.405561 -5.941186 1.700121 -0.2 -0.9 0.7 -0.5148
C -1.525149 -5.043534 0.921841 0.4 -0.3 -1.7 -0.0670
O -3.675768 -5.295179 1.673748 -0.3 -0.2 0.3 -0.0469
H -2.925208 -7.147474 0.142168 -0.5 -0.4 -1.3 0.0667
H -3.081975 -7.996276 1.670079 -0.7 -0.7 0.6 0.0583
H -1.444120 -7.802858 0.972039 -1.4 0.6 0.1 0.1059
H -2.029063 -6.029293 2.741601 -0.2 0.2 -0.3 0.1375
H -1.792621 -5.046125 -0.159497 -0.1 -0.1 0.6 0.0883
H -0.509739 -5.442309 0.942824 0.2 0.6 0.3 0.0695
H -1.668973 -4.028438 1.256152 0.5 0.4 0.3 0.0524
H -4.309532 -5.844788 2.143751 -0.1 0.0 0.0 0.0905
C -0.687850 5.852150 -0.418298 0.4 1.4 0.7 -0.0693
C -1.508679 5.956941 0.863818 0.2 1.2 -0.2 -0.4622
C -2.102985 7.435826 1.078849 -0.9 -3.0 0.0 -0.0259
O -2.436404 4.877422 0.848214 -0.5 -0.1 0.5 -0.0910
H 0.177255 6.547950 -0.371008 -0.4 -0.4 -0.1 0.0882
H -1.331307 6.206266 -1.195358 -0.3 0.1 -0.9 0.0668
H -0.363826 4.850328 -0.642212 0.1 -0.4 0.1 0.0602
H -0.838914 5.761129 1.696249 -0.1 -0.2 0.4 0.1160
H -2.664648 7.663299 0.186864 -0.3 0.3 -0.4 0.0631
H -1.305361 8.139260 1.164433 0.4 0.5 0.4 0.0524
H -2.845257 7.413997 1.917038 1.0 0.3 -0.5 0.0927
H -3.245041 5.034954 0.346523 0.3 0.5 -0.1 0.1026
C 2.085222 5.007312 6.810545 0.9 -1.1 2.7 -0.0601
C 2.364711 5.830377 5.656754 0.7 -0.7 -2.5 -0.5394
C 1.940317 7.225116 5.799398 -0.7 1.2 0.9 -0.0587
O 3.812932 5.779904 5.411257 0.2 0.5 -0.3 -0.0996
H 2.480920 5.522534 7.720484 0.0 -0.5 -0.6 0.1124
H 2.545773 4.012678 6.741856 0.1 0.3 0.0 0.0953
H 1.060080 4.820139 7.033506 -1.1 0.2 -0.3 0.0714
H 1.892587 5.366608 4.740124 0.2 0.4 0.7 0.1349
H 2.272632 7.775871 4.896041 -0.5 0.3 0.7 0.0966
H 2.348237 7.609672 6.767298 0.2 0.1 -1.0 0.1090
H 0.848993 7.276196 6.001933 0.5 0.1 -0.7 0.1087
H 4.166364 6.676252 5.229102 -0.5 -0.7 0.3 0.1011
C -2.181900 -3.698096 -5.988267 1.0 1.0 0.5 -0.0424
C -2.835381 -2.576649 -5.164701 0.9 0.3 -1.0 -0.4070
C -1.819514 -1.879830 -4.214886 -0.7 -1.0 -1.0 -0.0313
O -3.231265 -1.629949 -6.211984 0.1 -0.6 1.4 -0.1063
H -1.890898 -4.535994 -5.389124 0.0 -0.6 0.4 0.0618
H -1.260020 -3.353473 -6.515122 -0.5 0.2 0.6 0.0932
H -2.815232 -3.966226 -6.792275 -0.9 -0.6 -0.6 0.0624
H -3.710056 -2.888845 -4.579204 0.1 -0.2 -0.4 0.1357
H -1.284951 -2.573323 -3.560085 -0.4 0.1 0.2 0.0704
H -2.326892 -1.076218 -3.692085 0.1 0.2 0.4 0.0330
H -1.105281 -1.488183 -4.907630 0.5 0.6 -0.2 0.0295
H -3.894978 -1.081858 -5.763385 -0.1 0.1 -0.3 0.0314
C -7.112035 -0.075696 -3.631518 -0.3 0.7 -2.5 -0.0322
C -6.151745 0.069909 -4.852929 0.0 0.5 1.2 -0.4057
C -5.819918 1.478987 -5.378538 0.9 -0.2 1.2 -0.0467
O -4.902899 -0.530279 -4.442380 0.3 0.3 0.2 -0.1429
H -8.098579 0.289202 -3.974056 0.3 -0.1 0.6 0.0946
H -6.771113 0.415492 -2.757695 0.3 0.9 0.8 0.0556
H -7.173319 -1.115660 -3.404889 -0.2 -0.8 0.1 0.0682
H -6.617870 -0.520048 -5.628367 0.5 -0.5 -0.4 0.1398
H -6.560664 1.966079 -5.963679 -0.8 0.0 -0.8 0.0757
H -4.840668 1.463354 -5.929545 -1.1 0.0 0.4 0.0715
H -5.734053 2.129517 -4.494061 0.3 0.0 -0.2 0.0652
H -4.358274 0.154769 -3.976310 -1.0 -0.7 -0.6 -0.0635
```
Positions in Å, forces in eV/Å.

Summary:
- 2S+1 = 1
- highest occupied orbital energy (eV) = -5.914
- LUMO level (eV) = -5.230
- largest force on an atom (eV/Å) = 3.93